The following is a quantum chemistry calculation of 3 unconnected molecules or ions with the total composition CHN4O8 at a distorted geometry, from the Open Molecules 2025 dataset.

Geometry as ORCA input:
```
! wB97M-V def2-TZVPD RIJCOSX def2/J DEFGRID3
* xyz -1 1
C 0.96 -0.24 1.10
N -2.83 -1.11 -1.27
N 1.25 -0.65 -0.23
N 1.60 1.54 -0.48
N -0.50 0.03 1.41
O -4.04 -1.09 -1.47
O 2.40 -1.07 -0.37
O 0.34 -0.74 -1.06
O 0.79 1.73 -1.35
O 2.62 2.12 -0.24
O -1.17 0.54 0.51
O -0.95 -0.57 2.33
O 1.81 -0.22 2.00
H -2.27 -0.25 -0.89
*
```

Values from the calculation:
Maximum force: 5.20 eV/Å
Gap between HOMO and LUMO (spin up / spin down): 6.6 / 6.6 eV
Highest occupied orbital energy (spin up / spin down): -0.17151 / -0.17020 Eh
Lowest unoccupied orbital energy (spin up / spin down): 1.96 / 1.93 eV



The following is a quantum chemistry calculation of a molecular structure, C8H6Cl2N2O3YYb at a distorted geometry, from the Open Molecules 2025 dataset.

Geometry as ORCA input:
```
! wB97M-V def2-TZVPD RIJCOSX def2/J DEFGRID3
* xyz 4 2
Y 0.25 -1.37 -4.61
Yb -0.37 -0.22 -0.61
Cl -1.30 -0.03 -2.97
Cl 0.71 -2.35 -1.05
C -1.16 -1.85 1.06
C -0.21 -0.43 -6.72
C -0.02 -2.64 -6.77
O -1.48 -2.81 1.58
O -0.48 -0.06 -7.80
O -0.17 -2.96 -7.89
N 1.47 -0.91 2.94
C 0.82 0.30 2.83
C 0.66 1.31 3.82
C 0.07 2.53 3.48
C -0.53 2.66 2.23
C -0.60 1.54 1.41
N 0.20 0.47 1.64
H 1.19 -1.69 2.34
H 2.29 -1.12 3.51
H 0.97 1.15 4.85
H 0.06 3.37 4.18
H -1.00 3.59 1.94
H -1.36 1.52 0.60
*
```

Values from the calculation:
Maximum force: 9.75 eV/Å
Gap between HOMO and LUMO (spin up / spin down): 4.6 / 4.6 eV
Highest occupied orbital energy (spin up / spin down): -0.77059 / -0.77002 Eh
Lowest unoccupied orbital energy (spin up / spin down): -16.37 / -16.37 eV
⟨S²⟩: 0.782



The following is a quantum chemistry calculation of 2 unconnected molecules or ions with the total composition C3H7N2 at a distorted geometry, from the Open Molecules 2025 dataset.

Geometry as ORCA input:
```
! wB97M-V def2-TZVPD RIJCOSX def2/J DEFGRID3
* xyz 1 3
C 1.25 -0.18 0.05
C 0.82 1.19 0.57
C -2.47 -0.16 -0.13
N -0.01 0.07 0.32
N 1.99 -1.08 -0.54
H 0.87 1.41 1.69
H 0.87 2.09 0.02
H -2.45 -0.32 -1.22
H -2.76 -0.93 0.57
H -2.57 0.90 0.19
H 3.00 -1.02 -0.59
H 1.46 -1.96 -0.93
*
```

Values from the calculation:
Maximum force: 3.38 eV/Å
Gap between HOMO and LUMO (spin up / spin down): 7.3 / 7.8 eV
Highest occupied orbital energy (spin up / spin down): -0.42417 / -0.60432 Eh
Lowest unoccupied orbital energy (spin up / spin down): -4.23 / -8.61 eV
⟨S²⟩: 2.013



The following is a quantum chemistry calculation of a molecular structure, C46H45BBaN11O2S3 at a distorted geometry, from the Open Molecules 2025 dataset.

Geometry as ORCA input:
```
! wB97M-V def2-TZVPD RIJCOSX def2/J DEFGRID3
* xyz -1 1
Ba -0.85 -1.09 0.54
C -1.94 0.47 5.61
C -3.18 0.97 5.21
C -3.64 0.71 3.94
C -2.82 -0.08 3.12
N -1.61 -0.52 3.46
C -1.19 -0.24 4.69
N -3.22 -0.38 1.82
C -3.38 -1.62 1.48
N -3.20 -2.00 0.15
C -2.72 -3.28 0.16
N -2.11 -3.79 -0.88
C -0.95 -4.49 -0.72
C -0.62 -5.54 -1.60
C 0.61 -6.13 -1.48
C 1.50 -5.69 -0.49
C 1.09 -4.66 0.33
N -0.10 -4.07 0.23
C -2.89 -3.86 1.51
C -2.75 -5.15 1.99
C -3.09 -5.38 3.32
C -3.55 -4.35 4.13
C -3.67 -3.05 3.65
C -3.34 -2.84 2.33
H -1.55 0.66 6.60
H -3.78 1.56 5.89
H -4.58 1.08 3.53
H -0.20 -0.61 4.95
H -1.33 -5.84 -2.36
H 0.90 -6.93 -2.15
H 2.48 -6.12 -0.38
H 1.75 -4.25 1.09
H -2.40 -5.95 1.35
H -3.00 -6.38 3.73
H -3.81 -4.56 5.16
H -4.02 -2.25 4.29
C -6.38 -0.20 0.15
N -5.33 0.72 -0.14
C -4.49 0.69 -1.24
C -3.66 1.75 -1.12
N -3.99 2.44 0.03
B -3.27 3.72 0.50
N -2.23 3.35 1.60
C -2.29 3.81 2.89
C -1.20 3.39 3.56
N -0.45 2.65 2.66
C 0.83 2.06 2.91
C -1.10 2.65 1.47
S -0.39 1.96 0.08
C -5.00 1.80 0.63
S -5.83 2.19 2.05
H -6.36 -1.00 -0.60
H -7.35 0.31 0.13
H -6.25 -0.63 1.14
H -4.56 -0.09 -1.97
H -2.84 2.07 -1.74
H -4.07 4.45 1.01
H -2.70 4.23 -0.42
H -3.15 4.38 3.21
H -0.88 3.53 4.58
H 0.95 1.92 3.98
H 1.63 2.70 2.53
H 0.91 1.11 2.39
C 6.64 4.54 1.91
C 7.35 5.04 0.68
O 8.19 5.90 0.70
S 6.95 4.29 -0.88
C 5.75 3.04 -0.46
C 6.17 1.76 -0.10
C 5.25 0.78 0.21
C 3.87 1.06 0.18
C 3.46 2.35 -0.19
C 4.39 3.32 -0.50
C 2.89 0.07 0.44
C 1.92 -0.67 0.56
H 5.57 4.47 1.75
H 6.87 5.22 2.73
H 6.99 3.53 2.15
H 7.23 1.54 -0.07
H 5.57 -0.21 0.49
H 2.40 2.56 -0.22
H 4.06 4.31 -0.79
C 3.66 -0.19 -2.57
C 3.05 -0.90 -3.77
N 2.59 0.04 -4.78
C 3.60 0.77 -5.53
C 3.68 2.23 -5.12
C 1.30 0.19 -5.19
O 1.01 0.86 -6.16
C 0.21 -0.49 -4.41
C -0.70 -1.27 -5.11
C -1.75 -1.85 -4.42
C -1.87 -1.59 -3.06
N -1.03 -0.82 -2.38
C -0.01 -0.29 -3.04
H 3.90 -0.89 -1.78
H 2.96 0.53 -2.15
H 4.57 0.34 -2.85
H 2.22 -1.53 -3.46
H 3.79 -1.56 -4.23
H 3.37 0.69 -6.59
H 4.56 0.27 -5.35
H 2.73 2.73 -5.33
H 4.47 2.74 -5.67
H 3.89 2.33 -4.05
H -0.58 -1.41 -6.17
H -2.48 -2.48 -4.92
H -2.68 -2.03 -2.48
H 0.66 0.34 -2.46
*
```

Values from the calculation:
Maximum force: 2.33 eV/Å
Gap between HOMO and LUMO: 5.7 eV
Highest occupied orbital energy: -0.15943 Eh
Lowest unoccupied orbital energy: 1.39 eV



Question: Which formula does entry 4 have?
Answer: C46H45BBaN11O2S3